{"formula": "C24H43BrCuIN6O4SSi3", "method": "ωB97M-V with the def2-TZVPD basis set", "species": ["Cu", "C", "N", "C", "C", "N", "N", "C", "N", "N", "H", "H", "H", "H", "H", "H", "H", "H", "H", "H", "H", "C", "Si", "C", "C", "C", "Si", "C", "C", "C", "Si", "C", "C", "C", "C", "C", "C", "C", "N", "H", "H", "H", "H", "H", "H", "H", "H", "H", "H", "H", "H", "H", "H", "H", "H", "H", "H", "H", "H", "H", "H", "H", "H", "H", "H", "H", "H", "O", "S", "O", "O", "O", "Br", "C", "C", "C", "C", "C", "C", "I", "H", "H", "H", "H"], "xyz": [[-0.738071, 1.065429, -0.781273], [3.019410, 0.623666, 1.534708], [2.178166, 1.740329, 2.006048], [2.887420, 2.806099, 2.741792], [0.940113, 1.985988, 1.444224], [0.058080, 1.059984, 1.103054], [0.793210, 3.326994, 1.076592], [-0.419099, 3.824130, 0.501603], [-0.164483, 4.844183, -0.367685], [-1.562710, 3.281968, 0.783727], [3.992722, 1.004893, 1.181939], [2.543039, 0.085267, 0.705969], [3.202850, -0.055386, 2.374767], [3.602333, 3.334483, 2.078643], [3.449512, 2.330052, 3.563847], [2.178606, 3.541834, 3.167762], [0.259952, 0.131146, 1.463400], [1.637832, 3.840322, 0.857022], [0.666735, 4.715432, -0.944548], [-0.954324, 5.270164, -0.820322], [-2.308997, 3.797759, 0.322145], [0.206607, -3.577329, -0.319691], [-0.332278, -2.969216, 1.383559], [-0.926643, -4.503079, 2.306928], [1.317972, -2.436874, 2.155545], [-1.626831, -1.594367, 1.352728], [-2.176644, -0.794066, 3.004196], [-0.786529, -0.528054, 4.248011], [-3.401988, -1.886649, 3.943696], [-3.022278, 0.884214, 2.893933], [-2.740708, -1.501299, -0.107049], [-3.902206, -2.978333, -0.208407], [-3.774295, 0.084151, -0.280698], [-1.870891, -1.516714, -1.815311], [-1.891559, -2.646272, -2.661103], [-1.232696, -2.625666, -3.888670], [-0.636332, -1.413499, -4.297086], [-0.677759, -0.317624, -3.435406], [-1.272652, -0.356839, -2.175009], [1.057649, -4.250108, -0.101598], [0.549967, -2.796993, -1.013451], [-0.565152, -4.167539, -0.834123], [-0.211189, -5.324985, 2.130221], [-1.919468, -4.834664, 1.964826], [-0.991137, -4.353335, 3.393173], [1.836848, -3.330019, 2.552568], [1.250481, -1.717009, 2.984123], [1.965631, -2.009743, 1.361542], [-0.272440, -1.464745, 4.505560], [-1.306332, -0.135091, 5.146006], [-0.047933, 0.220957, 3.936290], [-2.955528, -2.836775, 4.271753], [-4.291195, -2.113824, 3.344135], [-3.731692, -1.342896, 4.844204], [-2.440097, 1.622902, 2.315703], [-3.089646, 1.217357, 3.944660], [-4.037881, 0.853799, 2.465863], [-4.609886, -2.935608, 0.641442], [-3.386357, -3.952919, -0.158608], [-4.493966, -2.934837, -1.136029], [-4.584511, 0.072237, 0.458315], [-4.228605, 0.120435, -1.285402], [-3.219061, 1.027924, -0.125592], [-2.416905, -3.542434, -2.330484], [-1.186563, -3.510001, -4.513882], [-0.139729, -1.296562, -5.257294], [-0.205213, 0.631998, -3.693309], [1.205984, 1.018155, -1.341256], [0.987356, 2.326868, -2.183717], [1.188661, 2.081647, -3.605382], [-0.567543, 2.625630, -1.981994], [1.791682, 3.402806, -1.571999], [2.811286, -0.801098, -5.460226], [3.456009, 0.662432, -4.487284], [3.822895, 1.823820, -5.181324], [4.295792, 2.923522, -4.463561], [4.400857, 2.852297, -3.067961], [4.038487, 1.717555, -2.362057], [3.556651, 0.609025, -3.070228], [3.002919, -1.142119, -2.084291], [3.731654, 1.855329, -6.266014], [4.592278, 3.832966, -4.977063], [4.737417, 3.730377, -2.524436], [4.102939, 1.686013, -1.275362]], "forces_ev_per_a": [[0.599, -0.054, 1.272], [-0.300, 0.192, 0.456], [-0.079, 0.297, 0.229], [-0.208, -0.376, -0.242], [-0.132, -0.795, -1.472], [1.488, 1.519, 0.606], [-1.766, -0.596, 0.203], [-0.350, -0.732, -0.041], [0.263, 0.927, 0.771], [0.959, 0.880, 0.280], [-0.313, 0.044, 0.067], [0.016, 0.292, 0.326], [0.057, -0.090, -0.250], [-0.176, -0.140, 0.296], [-0.162, 0.267, -0.307], [0.350, -0.535, -0.258], [-0.081, -0.034, 0.071], [-0.305, -0.302, -0.126], [-0.264, -0.078, 0.038], [-0.036, -0.302, -0.064], [0.123, -0.111, -0.236], [0.186, -0.456, -0.035], [-1.517, 1.795, -0.031], [0.198, -0.560, 0.073], [0.503, -0.192, 0.070], [0.154, 0.089, 0.297], [0.394, -1.030, -2.087], [-0.113, 0.122, 0.422], [-0.110, 0.029, 0.432], [-0.027, 0.240, -0.075], [1.004, -0.188, 1.467], [-0.716, -0.092, -0.155], [-0.221, 0.032, -0.128], [-0.053, -0.020, -0.095], [0.318, 0.349, -0.386], [-0.057, 0.939, 0.377], [-0.387, 0.008, 0.707], [-0.604, -0.154, 1.219], [0.436, -1.504, -2.121], [-0.196, 0.121, -0.271], [-0.098, -0.101, 0.276], [0.205, 0.097, 0.135], [-0.205, 0.059, 0.127], [0.273, 0.167, 0.020], [0.018, 0.078, -0.175], [-0.060, 0.268, -0.157], [-0.059, -0.155, -0.324], [-0.314, -0.182, 0.406], [-0.128, 0.265, 0.049], [0.410, -0.210, -0.200], [-0.084, -0.150, 0.003], [-0.080, 0.181, -0.143], [0.132, 0.015, 0.026], [-0.037, -0.183, -0.095], [-0.156, -0.285, 0.285], [-0.126, 0.126, -0.313], [0.307, -0.059, 0.248], [0.306, -0.048, -0.292], [-0.077, 0.401, -0.006], [-0.024, -0.195, 0.143], [0.092, 0.084, -0.106], [0.114, 0.009, 0.284], [-0.127, -0.328, 0.016], [0.215, 0.241, -0.044], [-0.046, 0.054, -0.022], [-0.095, -0.110, 0.244], [-0.227, -0.437, -0.056], [-1.113, 2.306, -1.200], [-1.773, -0.005, 0.264], [0.305, 0.621, 0.960], [2.715, -0.756, -0.375], [-0.338, -0.635, -0.912], [-0.049, -0.132, -0.426], [0.596, 0.907, 1.049], [0.027, -0.273, 0.475], [-0.037, -0.532, 0.502], [0.056, 0.396, -0.505], [-0.027, -0.702, -0.508], [0.338, -0.039, -0.992], [0.489, -0.285, 0.091], [-0.003, -0.017, 0.281], [-0.101, -0.127, 0.016], [-0.021, -0.132, -0.026], [-0.068, -0.001, -0.321]], "mulliken_spin": [0.746, -0.001, 0.004, 0.000, 0.016, 0.026, 0.000, -0.011, 0.003, 0.008, 0.000, 0.000, 0.000, 0.000, 0.000, 0.000, -0.008, 0.000, 0.000, 0.000, -0.001, 0.000, -0.001, 0.000, 0.000, -0.001, 0.000, 0.000, 0.000, 0.000, -0.008, 0.000, 0.006, -0.003, 0.000, 0.000, 0.000, -0.006, 0.004, 0.000, 0.000, 0.000, 0.000, 0.000, 0.000, 0.000, 0.000, 0.000, 0.000, 0.000, -0.001, 0.000, 0.000, 0.000, 0.002, 0.000, 0.000, 0.000, 0.000, 0.000, 0.000, 0.002, 0.005, 0.000, 0.000, 0.000, 0.003, 0.134, -0.005, 0.004, 0.074, 0.001, 0.000, 0.001, 0.000, 0.000, 0.000, -0.007, 0.008, 0.002, 0.000, 0.000, 0.000, 0.001], "relative_energy_kj_mol": 0.0, "orbital_gap_ev": [5.90, 4.85], "largest_force_ev_per_a": 2.8, "multiplicity": 2, "charge": -1}